Record 1
ORCA calculation (the ωB97M-V functional and the def2-TZVPD basis) on C37H42AsN2O6SV as an isolated structure.

Computed properties:
Frontier orbital gap (spin up / spin down), eV: 5.85 / 5.85
Energy above the lowest of the compared OMol25 structures with the same formula, charge and spin, kJ/mol: 10.8
Highest occupied orbital energy (spin up / spin down), eV: -13.320 / -13.320
Calculated total energy, eV: -151665.004

Geometry as ORCA input:
```
! RIJCOSX wB97M-V def2-TZVPD def2/J DEFGRID3
* xyz 2 1
V 0.458 0.275 -0.407
C -1.652 5.167 -4.665
O -2.693 4.941 -3.705
C -2.511 4.054 -2.745
C -3.602 3.906 -1.851
C -3.511 3.023 -0.827
C -2.346 2.223 -0.627
C -2.250 1.297 0.430
C -3.306 1.121 1.477
O -1.261 0.502 0.573
C -1.270 2.387 -1.543
O -0.149 1.700 -1.407
C -1.349 3.301 -2.584
H -2.040 5.922 -5.339
H -1.439 4.251 -5.215
H -0.754 5.537 -4.170
H -4.486 4.506 -2.012
H -4.354 2.915 -0.161
H -4.001 1.950 1.551
H -2.820 0.967 2.438
H -3.869 0.210 1.255
H -0.501 3.398 -3.244
C 6.465 -0.269 -6.383
C 5.629 -0.144 -5.145
C 5.973 -0.818 -3.973
C 5.207 -0.702 -2.828
C 4.073 0.102 -2.868
C 3.708 0.797 -4.021
C 4.488 0.665 -5.151
S 3.094 0.266 -1.457
O 3.758 -0.398 -0.369
O 2.621 1.621 -1.190
N 1.631 -0.413 -1.754
C 1.353 -1.662 -2.343
C 2.202 -2.514 -2.997
C 1.697 -3.695 -3.588
C 0.370 -4.009 -3.536
C -0.524 -3.151 -2.852
C -1.912 -3.386 -2.739
C -2.693 -2.506 -2.044
C -2.090 -1.399 -1.427
N -0.803 -1.140 -1.513
C -0.016 -1.995 -2.242
H 7.318 -0.925 -6.227
H 6.837 0.709 -6.692
H 5.872 -0.664 -7.209
H 6.862 -1.435 -3.957
H 5.479 -1.216 -1.916
H 2.830 1.431 -4.023
H 4.220 1.200 -6.053
H 3.256 -2.298 -3.078
H 2.387 -4.352 -4.099
H -0.010 -4.906 -4.005
H -2.344 -4.263 -3.204
H -3.758 -2.654 -1.943
H -2.686 -0.720 -0.837
C 1.411 3.828 0.498
As 1.243 2.073 1.259
C -0.034 2.335 2.679
C 2.909 1.608 2.169
C 3.420 2.793 2.931
C 3.064 2.995 4.261
C 3.524 4.108 4.950
C 4.343 5.029 4.313
C 4.711 4.829 2.989
C 4.251 3.718 2.301
H 1.630 4.520 1.309
H 0.465 4.090 0.026
H 2.206 3.836 -0.240
H 0.424 2.988 3.421
H -0.300 1.382 3.132
H -0.924 2.817 2.279
H 3.603 1.262 1.406
H 2.662 0.767 2.818
H 2.445 2.265 4.772
H 3.254 4.250 5.988
H 4.707 5.893 4.852
H 5.365 5.536 2.496
H 4.552 3.555 1.271
C 1.949 -3.019 0.986
C 1.035 -2.002 1.635
C -0.342 -2.535 1.972
O 0.872 -0.893 0.721
H 2.168 -3.805 1.709
H 2.884 -2.559 0.672
H 1.462 -3.470 0.119
H 1.508 -1.579 2.526
H -0.856 -2.850 1.062
H -0.948 -1.786 2.479
H -0.238 -3.402 2.623
*
```

Which charges does Mulliken predict for the atoms? In e, they are:
1 V -0.880
2 C -0.794
3 O -0.417
4 C 0.633
5 C -1.282
6 C -1.361
7 C 1.420
8 C 0.329
9 C -1.649
10 O 0.131
11 C -0.366
12 O 0.053
13 C -0.611
14 H 0.251
15 H 0.342
16 H 0.346
17 H 0.492
18 H 0.433
19 H 0.518
20 H 0.287
21 H 0.320
22 H 0.568
23 C -1.458
24 C 0.982
25 C -0.896
26 C -0.314
27 C -0.836
28 C -0.488
29 C -0.952
30 S 2.209
31 O -0.809
32 O -0.793
33 N 1.125
34 C 0.325
35 C -0.281
36 C -1.144
37 C -0.867
38 C 0.672
39 C -0.703
40 C -1.135
41 C 0.045
42 N 1.087
43 C 0.045
44 H 0.360
45 H 0.361
46 H 0.351
47 H 0.369
48 H 0.580
49 H 0.565
50 H 0.423
51 H 0.448
52 H 0.482
53 H 0.474
54 H 0.493
55 H 0.495
56 H 0.366
57 C -1.402
58 As 0.973
59 C -1.263
60 C -0.613
61 C -0.092
62 C -0.166
63 C -0.795
64 C -0.474
65 C -0.751
66 C -0.238
67 H 0.485
68 H 0.450
69 H 0.356
70 H 0.661
71 H 0.267
72 H 0.430
73 H 0.501
74 H 0.519
75 H 0.465
76 H 0.410
77 H 0.414
78 H 0.432
79 H 0.459
80 C -1.308
81 C 0.477
82 C -1.128
83 O 0.234
84 H 0.575
85 H 0.270
86 H 0.223
87 H 0.329
88 H 0.202
89 H 0.208
90 H 0.546


Record 2
ORCA calculation (the ωB97M-V functional and the def2-TZVPD basis) on C37H42B2FN13O3RuS2 as an isolated structure.

Computed properties:
Frontier orbital gap (spin up / spin down), eV: 2.98 / 6.05
Energy above the lowest of the compared OMol25 structures with the same formula, charge and spin, kJ/mol: 38.2
Highest occupied orbital energy (spin up / spin down), eV: -6.365 / -9.433
Expectation value of S²: 8.7870
Calculated total energy, eV: -92879.976

Geometry as ORCA input:
```
! RIJCOSX wB97M-V def2-TZVPD def2/J DEFGRID3
* xyz 1 6
Ru 1.087 0.311 -2.398
F -1.732 -4.644 1.809
C -1.507 -3.378 2.222
C -0.830 -2.535 1.383
C -0.659 -1.189 1.706
C -0.014 -0.330 0.720
O 0.542 -0.838 -0.261
C -0.148 1.068 0.981
C -0.648 1.482 2.171
N -1.083 0.666 3.176
C -1.514 1.362 4.373
C -1.451 0.838 5.774
C -2.786 1.090 5.121
C -1.175 -0.697 2.923
C -1.762 -1.610 3.800
C -1.962 -2.951 3.467
N -2.552 -3.802 4.434
C -2.535 -5.251 4.263
C -2.855 -5.876 5.641
N -2.526 -4.844 6.670
C -3.526 -3.731 6.633
C -3.750 -3.388 5.144
C 0.173 2.140 -0.030
O 0.290 3.296 0.355
O 0.210 1.784 -1.265
H -0.447 -2.905 0.441
H -0.722 2.547 2.345
H -1.261 2.406 4.282
H -1.124 1.529 6.538
H -1.108 -0.171 5.948
H -3.358 1.947 5.448
H -3.406 0.262 4.812
H -2.112 -1.306 4.770
H -1.542 -5.551 3.937
H -3.258 -5.608 3.524
H -2.261 -6.771 5.810
H -3.907 -6.135 5.739
H -1.634 -4.433 6.376
H -2.435 -5.238 7.605
H -3.110 -2.886 7.179
H -4.444 -4.050 7.124
H -3.928 -2.324 5.028
H -4.636 -3.910 4.763
C -2.435 4.324 -2.949
N -1.136 4.953 -2.881
C -0.783 6.060 -2.151
C 0.512 6.330 -2.447
N 0.953 5.397 -3.349
B 2.362 5.314 -4.011
N 3.290 4.314 -3.210
C 4.210 4.733 -2.281
C 4.969 3.677 -1.909
N 4.499 2.586 -2.598
C 5.101 1.271 -2.606
C 3.457 2.988 -3.368
S 2.578 1.921 -4.380
C -0.058 4.558 -3.593
S -0.076 3.270 -4.716
H -3.069 4.720 -2.159
H -2.322 3.248 -2.829
H -2.900 4.518 -3.917
H -1.465 6.546 -1.480
H 1.147 7.125 -2.101
H 2.879 6.390 -3.934
H 2.222 4.905 -5.122
H 4.268 5.761 -1.974
H 5.793 3.611 -1.222
H 5.396 0.986 -1.597
H 5.978 1.262 -3.255
H 4.384 0.548 -2.984
B 3.588 -1.940 -1.481
N 2.594 -2.190 -2.655
C 2.610 -3.339 -3.328
C 1.948 -3.166 -4.537
C 1.536 -1.846 -4.520
N 1.925 -1.263 -3.374
N 3.310 -0.614 -0.729
C 3.814 -0.354 0.476
C 3.638 0.996 0.754
C 2.992 1.500 -0.365
N 2.808 0.516 -1.261
H 3.508 -2.850 -0.706
H 4.686 -1.841 -1.976
H 3.113 -4.202 -2.926
H 1.805 -3.888 -5.320
H 1.018 -1.300 -5.287
H 4.282 -1.131 1.056
H 3.920 1.533 1.643
H 2.669 2.510 -0.560
N -5.132 -2.845 -5.040
C -4.182 -2.298 -4.666
C -3.037 -1.640 -4.181
C -2.193 -0.859 -5.019
C -1.106 -0.235 -4.490
N -0.757 -0.316 -3.165
C -1.572 -1.069 -2.359
C -2.676 -1.728 -2.809
H -2.409 -0.765 -6.073
H -0.476 0.379 -5.118
H -1.306 -1.129 -1.319
H -3.270 -2.317 -2.125
*
```

These are the Mulliken partial charges, in e, on atoms 1 to 99:
1 Ru 0.264
2 F -0.349
3 C 0.268
4 C -0.365
5 C 1.059
6 C 0.692
7 O -0.034
8 C -0.273
9 C -0.063
10 N 0.126
11 C -0.123
12 C -0.589
13 C -0.560
14 C -0.037
15 C -0.191
16 C -1.716
17 N 0.203
18 C -0.758
19 C -0.709
20 N -0.115
21 C -0.750
22 C -0.570
23 C -0.248
24 O -0.797
25 O -0.135
26 H 0.663
27 H 0.571
28 H 0.489
29 H 0.339
30 H 0.160
31 H 0.334
32 H 0.161
33 H 0.361
34 H 0.502
35 H 0.448
36 H 0.368
37 H 0.336
38 H 0.357
39 H 0.336
40 H 0.440
41 H 0.383
42 H 0.357
43 H 0.325
44 C -0.850
45 N 0.281
46 C -0.421
47 C -0.405
48 N 0.276
49 B -0.240
50 N 0.159
51 C -0.666
52 C -0.477
53 N 0.465
54 C -0.986
55 C 0.214
56 S -0.325
57 C -0.074
58 S -0.184
59 H 0.313
60 H 0.262
61 H 0.341
62 H 0.456
63 H 0.498
64 H -0.193
65 H -0.003
66 H 0.520
67 H 0.468
68 H 0.340
69 H 0.359
70 H 0.142
71 B 0.430
72 N 0.268
73 C -0.374
74 C -1.256
75 C -0.587
76 N 0.785
77 N -0.185
78 C -0.735
79 C -1.755
80 C -0.739
81 N 1.352
82 H -0.224
83 H -0.140
84 H 0.489
85 H 0.427
86 H 0.518
87 H 0.608
88 H 0.563
89 H 0.781
90 N -0.604
91 C 0.021
92 C 0.230
93 C -0.713
94 C -1.152
95 N 0.715
96 C -0.562
97 C -0.978
98 H 0.492
99 H 0.754


Record 3
ORCA calculation (the ωB97M-V functional and the def2-TZVPD basis) on C37H42BrN3O3Se2Ti as an isolated structure.

Computed properties:
Frontier orbital gap (spin up / spin down), eV: 6.28 / 6.56
Energy above the lowest of the compared OMol25 structures with the same formula, charge and spin, kJ/mol: 97.1
Highest occupied orbital energy (spin up / spin down), eV: -4.056 / -4.341
Expectation value of S²: 0.7547
Calculated total energy, eV: -273517.880

Geometry as ORCA input:
```
! RIJCOSX wB97M-V def2-TZVPD def2/J DEFGRID3
* xyz -1 2
Ti 10.505 9.044 12.467
C 6.852 6.420 13.360
C 8.193 6.883 13.366
N 8.413 8.084 12.872
C 7.370 8.814 12.360
C 5.999 8.439 12.326
C 5.788 7.133 12.869
C 5.015 9.329 11.818
C 5.462 10.492 11.202
C 6.869 10.726 11.166
C 7.766 10.049 11.886
N 9.056 10.505 12.212
C 9.344 11.757 12.598
C 8.526 12.890 12.731
C 8.939 14.203 13.115
C 10.330 14.450 13.304
C 11.194 13.358 13.228
C 12.535 13.476 13.462
C 13.397 12.347 13.362
C 12.866 11.115 13.077
N 11.531 10.987 12.850
C 10.716 11.993 12.877
H 6.668 5.410 13.812
H 9.058 6.460 13.837
H 4.825 6.685 12.889
H 3.951 9.146 11.784
H 4.791 11.138 10.687
H 7.238 11.702 10.720
H 7.405 12.792 12.601
H 8.126 14.893 13.209
H 10.794 15.413 13.639
H 13.030 14.435 13.744
H 14.480 12.456 13.573
H 13.428 10.276 12.946
C 15.727 10.869 17.305
C 14.929 9.734 17.915
C 15.820 8.542 18.117
C 14.509 10.186 19.347
C 13.755 9.545 16.994
C 13.900 8.774 15.853
C 12.821 8.567 15.032
Br 13.024 7.342 13.631
C 11.512 9.086 15.269
O 10.510 8.809 14.424
C 11.365 9.837 16.452
C 12.492 10.020 17.282
C 9.958 10.284 16.790
C 9.327 11.308 15.785
C 9.139 9.022 16.966
C 10.079 11.055 18.134
H 16.622 11.005 17.900
H 15.153 11.744 17.058
H 16.178 10.569 16.300
H 16.458 8.772 18.916
H 16.490 8.535 17.247
H 15.163 7.737 18.249
H 15.384 10.314 19.991
H 13.788 9.506 19.737
H 13.975 11.120 19.459
H 14.879 8.350 15.601
H 12.391 10.589 18.208
H 9.343 10.920 14.797
H 9.708 12.331 15.923
H 8.312 11.599 16.078
H 9.108 8.517 15.985
H 8.062 9.250 17.320
H 9.554 8.308 17.683
H 10.648 11.964 18.122
H 10.523 10.470 18.944
H 9.039 11.390 18.426
O 10.504 5.726 7.263
C 10.832 7.120 7.406
C 11.857 7.544 8.519
C 13.302 7.400 7.922
O 14.285 7.628 8.911
C 11.810 6.762 9.807
Se 10.073 6.997 10.793
C 11.665 9.086 8.736
Se 12.222 9.771 10.449
H 9.866 5.502 7.963
H 9.915 7.653 7.586
H 11.213 7.523 6.444
H 13.384 8.193 7.112
H 13.484 6.493 7.456
H 13.922 8.362 9.443
H 12.599 7.074 10.464
H 11.823 5.667 9.678
H 10.606 9.366 8.665
H 12.306 9.526 7.958
*
```

Which charges does Mulliken predict for the atoms? In e, they are:
1 Ti -0.271
2 C -0.909
3 C -0.595
4 N 0.866
5 C 0.132
6 C 0.186
7 C -0.748
8 C -1.034
9 C -0.765
10 C -0.469
11 C -0.127
12 N 1.480
13 C 0.352
14 C -0.403
15 C -0.985
16 C -0.762
17 C 1.251
18 C -0.945
19 C -1.323
20 C -0.990
21 N 0.634
22 C -0.005
23 H 0.300
24 H 0.589
25 H 0.482
26 H 0.407
27 H 0.461
28 H 0.621
29 H 0.271
30 H 0.430
31 H 0.263
32 H 0.279
33 H 0.373
34 H 1.116
35 C -1.630
36 C 2.297
37 C -2.108
38 C -2.090
39 C -0.837
40 C -0.172
41 C 0.208
42 Br -0.133
43 C 0.590
44 O 0.058
45 C -0.890
46 C 0.009
47 C 2.682
48 C -1.170
49 C -1.291
50 C -2.472
51 H 0.457
52 H 0.294
53 H 0.333
54 H 0.591
55 H 0.373
56 H 0.422
57 H 0.421
58 H 0.525
59 H 0.363
60 H 0.351
61 H 0.306
62 H -0.414
63 H 0.429
64 H 0.595
65 H 0.000
66 H 0.324
67 H 0.316
68 H 0.462
69 H 0.421
70 H 0.397
71 O -0.606
72 C -1.323
73 C 1.770
74 C -0.963
75 O -0.565
76 C -1.497
77 Se -0.388
78 C -1.202
79 Se -0.366
80 H 0.340
81 H 0.406
82 H 0.427
83 H 0.309
84 H 0.571
85 H 0.296
86 H 0.385
87 H 0.486
88 H 0.377
89 H 0.363